Below is a cluster of 12 separate species, C19H63N15O12 in total in a non-equilibrium geometry, with properties calculated with ωB97M-V with the def2-TZVPD basis set.

The geometry in ORCA input format:
```
! RIJCOSX wB97M-V def2-TZVPD def2/J DEFGRID3
* xyz 0 1
C 7.44402 0.97544 -1.00467
O 6.88392 0.68960 0.29303
C 5.48657 1.04583 0.57498
C 4.56980 0.00588 0.10546
C 3.18237 0.30038 0.57054
N 4.95868 -1.32451 0.55152
H 7.25313 0.19388 -1.73533
H 8.54470 0.97930 -0.96879
H 7.07305 1.88332 -1.48145
H 5.42991 1.12982 1.66389
H 5.30476 1.94850 0.00812
H 4.63926 -0.11737 -0.97797
H 3.25070 0.36522 1.67440
H 2.50930 -0.52347 0.45079
H 2.80143 1.26240 0.22335
H 5.88031 -1.46115 0.17956
H 5.09034 -1.40686 1.57938
N -1.46365 -3.58591 1.40087
C -0.28146 -3.67142 2.21876
N 0.46090 -2.52864 2.31442
O -0.03674 -4.67699 2.86095
H -1.50709 -2.83629 0.73920
H -1.60849 -4.49065 0.99014
H 1.43978 -2.70937 2.62842
H 0.50545 -1.91516 1.50152
N -4.12648 -2.03776 1.63040
C -3.99985 -0.70404 1.97329
N -3.02234 -0.34058 2.89343
O -4.68851 0.16568 1.44951
H -4.74734 -2.10634 0.83542
H -3.35315 -2.67341 1.71275
H -2.65458 0.57449 2.73249
H -2.41914 -1.13420 3.06144
N -4.07534 -4.23847 -2.14130
C -2.80575 -3.94030 -2.07458
N -2.58023 -2.69115 -1.68981
O -1.91313 -4.76858 -2.32745
H -4.74817 -3.46923 -2.01391
H -4.23271 -5.17165 -2.52578
H -1.60521 -2.43802 -1.69042
H -3.36956 -2.06237 -1.60793
N 3.11152 1.92579 -2.51023
C 2.30171 0.87063 -2.62638
N 2.65406 -0.32741 -3.22596
O 1.24650 0.90412 -2.04135
H 2.54927 2.74994 -2.43643
H 3.89322 2.10097 -3.11424
H 3.54498 -0.43143 -3.69315
H 1.97056 -1.05920 -3.18954
N 2.76896 -3.43461 -0.66460
C 1.72232 -3.63295 -1.40642
N 1.03375 -4.79941 -1.39291
O 1.20919 -2.62779 -1.95354
H 3.18847 -2.52864 -0.69908
H 2.86335 -3.96232 0.19278
H 1.28899 -5.53703 -0.77898
H 0.05453 -4.86650 -1.75507
N -6.19522 -0.58097 -3.22001
C -5.83370 -0.58984 -1.91154
N -5.95777 0.55145 -1.23968
O -5.39302 -1.63035 -1.40448
H -6.21564 -1.55297 -3.54806
H -6.46648 0.27253 -3.68902
H -5.72400 0.45149 -0.22789
H -6.65726 1.25810 -1.46775
N -3.50542 2.47258 -0.43589
C -3.34601 3.52104 0.49952
N -3.80669 3.11840 1.80259
O -2.84522 4.62016 0.27177
H -3.76343 1.55808 -0.09054
H -3.06087 2.57816 -1.31853
H -4.47282 2.39494 1.62259
H -4.18225 3.85447 2.37063
C -0.27833 0.30393 4.94320
C 1.12884 0.68741 4.46985
O 1.46789 1.97987 4.81662
H -0.54066 -0.68376 4.52285
H -1.03642 1.03366 4.60943
H -0.31526 0.26052 6.08648
H 1.25050 0.66627 3.38836
H 1.76811 -0.03486 4.97502
H 1.40427 2.16910 5.74146
C -0.71831 1.33028 -4.95916
C -1.57393 1.17560 -3.70441
O -1.19023 2.20038 -2.74771
H -0.72292 2.36600 -5.32950
H -1.09274 0.68034 -5.70349
H 0.28306 1.00381 -4.66993
H -1.61010 0.14811 -3.30529
H -2.59103 1.46623 -3.99158
H -0.41199 1.90286 -2.25190
C 1.68661 4.47851 1.05784
C 2.96752 4.12423 1.84761
O 2.74177 4.05532 3.25740
H 1.93690 4.49594 0.00154
H 1.32625 5.43227 1.40410
H 0.88622 3.75275 1.18812
H 3.68978 4.93061 1.72099
H 3.33522 3.14059 1.50615
H 2.33457 3.16569 3.37246
C -0.66092 1.14435 1.09455
C -1.32533 0.04284 0.21307
O -0.43713 -1.04740 -0.05812
H -0.31469 0.66551 1.99448
H -1.41109 1.87244 1.31658
H 0.22003 1.62909 0.61330
H -1.70066 0.55802 -0.68094
H -2.12986 -0.45343 0.69827
H 0.18903 -0.78034 -0.73498
*
```

The value obtained for the HOMO energy is -9.58 eV. As for the lowest unoccupied orbital energy: 0.2 eV. For the total energy, the calculation gives -67652.87419 eV. Its SMILES is COC[C@H](C)N.NC(N)=O.NC(N)=O.NC(N)=O.NC(N)=O.NC(N)=O.NC(N)=O.NC(N)=O.CCO.CCO.CCO.CCO.



Below is a cluster of 15 separate species, C19H9Cl57NO2 in total in a non-equilibrium geometry, with properties calculated with ωB97M-V with the def2-TZVPD basis set.

The geometry in ORCA input format:
```
! RIJCOSX wB97M-V def2-TZVPD def2/J DEFGRID3
* xyz -1 1
C 5.90419 -3.59262 0.26694
C 5.18124 -2.97508 1.46396
Cl 6.26343 -1.78691 2.35648
C 3.89662 -2.20389 1.08543
N 3.08638 -2.94647 0.13555
C 1.73803 -3.26255 0.65459
C 1.87152 -4.66211 1.33401
O 1.76878 -5.63058 0.56335
O 2.11361 -4.70672 2.57025
H 6.24702 -2.82721 -0.44217
H 6.75907 -4.16870 0.64404
H 5.20740 -4.25800 -0.25187
H 4.93818 -3.77109 2.16950
H 3.34490 -2.08050 2.02892
H 4.11268 -1.19145 0.72940
H 3.03009 -2.48241 -0.75749
H 1.05715 -3.30141 -0.20722
H 1.35812 -2.49169 1.34582
C 4.75323 -7.39631 3.77214
Cl 5.79102 -7.65090 5.19374
Cl 3.06093 -7.53532 4.24240
Cl 5.05079 -5.78994 3.10950
Cl 5.12706 -8.62224 2.54996
C -2.52126 -2.36781 0.92703
Cl -1.44224 -2.85937 -0.37722
Cl -3.87130 -3.50142 1.04372
Cl -1.63233 -2.35134 2.45096
Cl -3.14909 -0.73688 0.58945
C 7.38319 1.44829 0.28839
Cl 7.48307 2.54683 -1.10195
Cl 5.72354 0.88142 0.47472
Cl 8.45399 0.06668 0.02783
Cl 7.88255 2.30951 1.75422
C -5.36951 2.91171 -0.91267
Cl -4.46715 3.39032 -2.35579
Cl -4.57401 1.50972 -0.16809
Cl -5.39497 4.25437 0.24150
Cl -7.02243 2.50212 -1.37476
C 12.19006 1.38382 -1.15965
Cl 10.91419 2.13615 -0.20017
Cl 11.57864 -0.10565 -1.89358
Cl 12.70080 2.49774 -2.43641
Cl 13.57011 1.00416 -0.11813
C -7.94438 -1.51330 0.70084
Cl -8.13924 -1.50235 2.45981
Cl -9.45295 -0.95572 -0.05119
Cl -6.60539 -0.44564 0.24481
Cl -7.60355 -3.16139 0.15510
C -11.21966 3.87697 -0.57689
Cl -12.09518 2.88678 0.59450
Cl -10.70698 2.88179 -1.95985
Cl -12.27776 5.16796 -1.16358
Cl -9.80019 4.58059 0.20831
C -13.32423 -1.09917 -0.93098
Cl -13.50096 -1.13422 0.82895
Cl -14.85481 -0.60567 -1.66935
Cl -12.06142 0.05832 -1.36706
Cl -12.87900 -2.70884 -1.51193
C 9.56534 -3.73198 3.67800
Cl 11.00964 -4.63708 4.16967
Cl 9.25526 -2.44254 4.84895
Cl 9.83651 -3.02174 2.07976
Cl 8.17866 -4.82032 3.61558
C 11.23567 3.65734 -6.39892
Cl 10.26871 2.72748 -5.24940
Cl 11.63668 2.64165 -7.79058
Cl 10.31339 5.06551 -6.94328
Cl 12.73022 4.20063 -5.61868
C -10.63306 8.91591 -2.23420
Cl -9.21097 9.54850 -3.07562
Cl -10.20048 7.44787 -1.35411
Cl -11.23495 10.13207 -1.09964
Cl -11.89709 8.53552 -3.41798
C -12.27069 13.65305 -3.44149
Cl -12.19594 11.90051 -3.64821
Cl -10.63757 14.28648 -3.19478
Cl -12.97871 14.39321 -4.88483
Cl -13.27008 14.03676 -2.03222
C -0.81408 4.25606 -1.22572
Cl 0.81329 4.69917 -0.69356
Cl -1.41122 2.91402 -0.24416
Cl -1.89133 5.64954 -1.04380
Cl -0.76493 3.76759 -2.92602
C 5.38431 -12.33474 4.38242
Cl 7.02454 -11.84828 4.83615
Cl 4.86319 -13.67908 5.41424
Cl 4.29027 -10.96946 4.58370
Cl 5.37388 -12.85603 2.69058
*
```

The value obtained for the HOMO energy is -4.57 eV. As for the lowest unoccupied orbital energy: 0.9 eV. For the total energy, the calculation gives -739209.15637 eV.



Below is a cluster of 2 separate species, C2 in total in a non-equilibrium geometry, with properties calculated with ωB97M-V with the def2-TZVPD basis set.

The geometry in ORCA input format:
```
! RIJCOSX wB97M-V def2-TZVPD def2/J DEFGRID3
* xyz 0 1
C 0.00000 0.00000 1.49530
C 0.00000 0.00000 -1.49530
*
```

The value obtained for the HOMO energy is -7.80 eV. As for the lowest unoccupied orbital energy: -2.8 eV. For the relative energy (zero: lowest compared OMol25 entry of this formula, charge and spin), the calculation gives 198.62 kcal/mol. For the total energy, the calculation gives -2056.11906 eV.



Below is the molecule C2 close to a stationary point, with properties calculated with ωB97M-V with the def2-TZVPD basis set.

The geometry in ORCA input format:
```
! RIJCOSX wB97M-V def2-TZVPD def2/J DEFGRID3
* xyz 0 1
C 0.06815 -0.08292 0.61472
C -0.06815 0.08292 -0.61472
*
```

The value obtained for the HOMO energy is -11.61 eV. As for the lowest unoccupied orbital energy: -4.7 eV. For the relative energy (zero: lowest compared OMol25 entry of this formula, charge and spin), the calculation gives 0.00 kcal/mol. For the total energy, the calculation gives -2064.73195 eV.



Q: Number 4 is which compound?
A: C2



Q: Among the records above, which one has the lowest lowest unoccupied orbital energy?
A: number 4



Q: What is the lowest unoccupied orbital energy in the fourth record?
A: -4.7 eV



Q: lowest unoccupied orbital energy of number 1 (C19H63N15O12)?
A: 0.2 eV